*one*
Below is 9 unconnected molecules or ions with the total composition C71H155N9O9, with properties calculated with wB97M-V/def2-TZVPD.

Calculated values
Gap between HOMO and LUMO, eV: 8.14
Highest occupied orbital energy, eV: -8.05
Multiplicity: 1
Structure (SMILES): CC1(C)CCCC(C)(C)N1O.CC1(C)CCCC(C)(C)N1O.CC1(C)CCCC(C)(C)N1O.CC1(C)CCCC(C)(C)N1O.CC1(C)CCCC(C)(C)N1O.CC1(C)CCCC(C)(C)N1O.CC1(C)CCCC(C)(C)N1O.COC[C@H](C)N.COC[C@H](C)N
Lowest unoccupied orbital energy, Eh: 0.0031

Atoms and positions in Å:
C 5.21 7.38 -0.22
C 6.14 6.93 -1.44
C 5.24 5.92 -2.40
C 6.43 8.10 -2.33
C 7.45 9.15 -1.77
C 8.76 8.38 -1.60
C 8.63 7.16 -0.70
C 9.91 6.39 -0.93
C 8.61 7.74 0.73
N 7.47 6.41 -1.08
O 7.34 5.26 -0.36
H 5.53 6.86 0.68
H 5.21 8.46 -0.13
H 4.13 7.22 -0.32
H 4.26 6.35 -2.63
H 5.71 5.54 -3.30
H 5.06 5.05 -1.77
H 6.87 7.72 -3.25
H 5.49 8.50 -2.73
H 7.55 9.99 -2.46
H 7.06 9.45 -0.80
H 9.48 9.02 -1.09
H 9.05 8.04 -2.59
H 10.77 7.04 -0.80
H 9.88 6.01 -1.95
H 9.99 5.52 -0.27
H 8.00 7.08 1.35
H 8.18 8.74 0.82
H 9.61 7.90 1.12
H 7.80 4.55 -0.81
C 8.07 3.26 7.08
C 8.60 2.69 5.73
C 7.46 2.74 4.66
C 9.80 3.57 5.18
C 11.07 3.24 5.89
C 11.36 1.74 5.73
C 10.36 0.80 6.29
C 10.71 -0.64 5.79
C 10.37 0.83 7.85
N 9.06 1.30 5.81
O 8.04 0.39 6.25
H 7.50 4.16 6.87
H 7.28 2.64 7.49
H 8.89 3.40 7.79
H 7.23 3.76 4.35
H 7.75 2.28 3.72
H 6.60 2.18 5.02
H 9.86 3.66 4.09
H 9.54 4.56 5.54
H 11.92 3.81 5.51
H 11.03 3.43 6.97
H 12.30 1.56 6.24
H 11.46 1.59 4.65
H 10.58 -0.73 4.71
H 9.97 -1.37 6.10
H 11.77 -0.90 5.90
H 10.03 1.79 8.23
H 11.39 0.78 8.22
H 9.79 0.01 8.29
H 7.72 0.18 5.37
C 1.48 -8.32 -4.01
C 0.21 -8.48 -3.10
C -0.67 -9.65 -3.56
C 0.77 -8.87 -1.71
C -0.31 -8.83 -0.57
C -0.67 -7.32 -0.46
C -1.17 -6.75 -1.81
C -2.66 -7.12 -1.99
C -0.89 -5.23 -1.74
N -0.39 -7.13 -3.03
O -0.86 -6.61 -4.24
H 2.19 -9.14 -4.02
H 1.15 -8.03 -5.01
H 2.13 -7.52 -3.65
H -0.98 -9.46 -4.58
H -0.19 -10.63 -3.51
H -1.58 -9.71 -2.96
H 1.15 -9.90 -1.75
H 1.66 -8.33 -1.38
H -1.24 -9.36 -0.76
H 0.01 -9.19 0.41
H 0.10 -6.67 -0.04
H -1.45 -7.32 0.30
H -3.21 -6.75 -1.12
H -2.76 -8.20 -2.08
H -2.91 -6.57 -2.90
H -1.49 -4.87 -0.91
H -1.24 -4.72 -2.64
H 0.15 -4.97 -1.60
H -0.13 -6.01 -4.42
C -0.54 -1.64 -7.45
C 0.76 -1.82 -8.31
C 0.30 -2.43 -9.65
C 1.32 -0.35 -8.53
C 2.39 0.15 -7.62
C 3.45 -0.90 -7.42
C 2.84 -2.34 -6.97
C 4.11 -3.26 -7.07
C 2.39 -2.17 -5.53
N 1.81 -2.79 -7.85
O 1.39 -4.07 -7.61
H -1.20 -0.96 -7.97
H -0.99 -2.60 -7.18
H -0.24 -1.03 -6.59
H -0.39 -3.26 -9.54
H -0.02 -1.71 -10.40
H 1.24 -2.67 -10.14
H 1.41 -0.21 -9.60
H 0.52 0.37 -8.39
H 2.82 1.08 -7.99
H 2.01 0.48 -6.66
H 4.23 -0.60 -6.71
H 3.93 -1.10 -8.37
H 4.30 -3.59 -8.09
H 3.85 -4.15 -6.51
H 5.03 -2.76 -6.75
H 1.95 -3.13 -5.26
H 1.50 -1.54 -5.50
H 3.07 -1.91 -4.72
H 1.88 -4.57 -8.27
C -8.26 -1.45 5.51
C -7.52 -1.42 4.17
C -7.90 -0.10 3.44
C -6.03 -1.41 4.53
C -5.50 -2.81 5.01
C -5.87 -3.97 4.11
C -7.41 -3.95 3.65
C -7.40 -4.72 2.33
C -8.26 -4.70 4.78
N -7.87 -2.56 3.36
O -9.14 -2.57 2.99
H -8.16 -2.28 6.22
H -7.85 -0.74 6.23
H -9.34 -1.34 5.37
H -7.39 -0.13 2.48
H -8.97 -0.06 3.22
H -7.59 0.82 3.93
H -5.41 -1.17 3.67
H -5.90 -0.68 5.34
H -4.44 -2.79 5.25
H -5.92 -2.88 6.01
H -5.76 -4.89 4.69
H -5.07 -4.12 3.39
H -7.02 -4.19 1.46
H -8.46 -4.85 2.15
H -7.03 -5.74 2.26
H -7.97 -5.75 4.68
H -9.34 -4.61 4.67
H -7.96 -4.35 5.76
H -9.10 -2.27 2.08
C -5.25 8.00 2.17
C -4.00 7.45 1.44
C -2.81 8.49 1.48
C -3.48 6.19 2.21
C -4.38 4.92 1.98
C -4.28 4.68 0.44
C -4.82 5.84 -0.42
C -4.30 5.61 -1.85
C -6.34 5.89 -0.31
N -4.16 7.14 0.01
O -4.60 8.25 -0.78
H -6.08 7.29 2.14
H -4.97 8.28 3.18
H -5.60 8.92 1.71
H -3.09 9.44 1.01
H -2.59 8.74 2.52
H -1.91 8.10 1.03
H -2.42 5.93 2.27
H -3.76 6.34 3.25
H -4.18 4.05 2.61
H -5.43 5.11 2.20
H -4.81 3.83 0.01
H -3.24 4.42 0.30
H -3.23 5.71 -1.98
H -4.69 6.40 -2.49
H -4.61 4.67 -2.30
H -6.73 5.68 0.69
H -6.84 5.19 -0.98
H -6.67 6.88 -0.61
H -3.83 8.46 -1.31
C -9.86 -2.62 -5.46
C -9.76 -2.43 -3.98
C -10.36 -3.68 -3.28
C -8.21 -2.43 -3.63
C -7.57 -1.04 -4.02
C -8.38 0.07 -3.28
C -9.88 0.10 -3.63
C -10.56 1.08 -2.63
C -10.11 0.73 -5.00
N -10.43 -1.25 -3.39
O -11.82 -1.32 -3.49
H -9.27 -1.97 -6.11
H -9.71 -3.66 -5.74
H -10.89 -2.50 -5.79
H -10.44 -3.60 -2.20
H -11.39 -3.78 -3.64
H -9.81 -4.59 -3.52
H -8.08 -2.60 -2.56
H -7.72 -3.20 -4.23
H -6.52 -0.98 -3.74
H -7.52 -0.90 -5.10
H -8.02 1.07 -3.52
H -8.24 -0.16 -2.23
H -9.84 1.85 -2.35
H -10.70 0.61 -1.65
H -11.52 1.44 -3.00
H -11.15 0.72 -5.32
H -9.58 0.14 -5.74
H -9.75 1.76 -5.02
H -12.13 -1.36 -2.58
C -0.20 0.95 -1.86
O 0.38 0.02 -0.94
C 1.49 0.54 -0.17
C 1.66 -0.30 1.10
C 0.45 -0.26 2.07
N 2.81 0.09 1.86
H -0.48 1.91 -1.43
H -1.04 0.50 -2.39
H 0.57 1.13 -2.60
H 2.30 0.36 -0.88
H 1.54 1.61 0.03
H 1.69 -1.31 0.70
H 0.38 0.64 2.69
H 0.73 -1.04 2.77
H -0.49 -0.63 1.66
H 2.47 0.84 2.44
H 3.46 0.62 1.30
C 4.70 -4.33 4.19
O 4.95 -4.89 5.56
C 3.99 -4.33 6.47
C 4.39 -4.70 7.87
C 3.45 -4.15 8.90
N 5.73 -4.21 8.24
H 3.70 -4.19 3.77
H 5.36 -4.87 3.51
H 5.18 -3.37 4.34
H 4.03 -3.24 6.40
H 3.00 -4.64 6.13
H 4.34 -5.78 7.90
H 2.44 -4.56 8.84
H 3.40 -3.06 8.88
H 3.88 -4.48 9.84
H 5.91 -3.31 7.82
H 6.38 -4.74 7.67

***

*two*
Below is 9 unconnected molecules or ions with the total composition C71H155N9O9, with properties calculated with wB97M-V/def2-TZVPD.

Calculated values
Gap between HOMO and LUMO, eV: 8.85
Highest occupied orbital energy, eV: -8.34
Multiplicity: 1
Structure (SMILES): CC1(C)CCCC(C)(C)N1O.CC1(C)CCCC(C)(C)N1O.CC1(C)CCCC(C)(C)N1O.CC1(C)CCCC(C)(C)N1O.CC1(C)CCCC(C)(C)N1O.CC1(C)CCCC(C)(C)N1O.CC1(C)CCCC(C)(C)N1O.COC[C@H](C)N.COC[C@H](C)N
Lowest unoccupied orbital energy, Eh: 0.0187

Atoms and positions in Å:
C 3.81 -1.58 6.18
C 2.73 -2.37 5.48
C 2.45 -3.74 6.27
C 1.46 -1.51 5.60
C 1.43 -0.36 4.64
C 1.80 -0.77 3.19
C 3.12 -1.59 3.04
C 3.12 -2.32 1.65
C 4.30 -0.61 3.21
N 3.01 -2.67 4.04
O 4.26 -3.42 4.07
H 3.78 -1.51 7.26
H 4.80 -2.04 5.98
H 3.94 -0.55 5.81
H 3.32 -4.28 6.41
H 1.88 -3.44 7.19
H 1.86 -4.39 5.70
H 0.54 -2.10 5.63
H 1.50 -0.97 6.57
H 0.47 0.17 4.55
H 2.11 0.43 4.97
H 1.87 0.14 2.55
H 1.03 -1.48 2.97
H 2.08 -2.61 1.59
H 3.61 -3.26 1.77
H 3.44 -1.65 0.85
H 4.07 0.24 3.79
H 4.76 -0.33 2.29
H 5.10 -1.02 3.75
H 4.92 -2.84 4.44
C -6.01 -4.55 2.23
C -5.40 -3.37 1.45
C -5.06 -3.96 0.06
C -6.41 -2.22 1.36
C -6.72 -1.54 2.69
C -5.42 -1.01 3.20
C -4.28 -2.09 3.37
C -2.89 -1.41 3.52
C -4.48 -2.91 4.57
N -4.18 -2.84 2.09
O -3.22 -3.85 2.31
H -7.08 -4.73 1.97
H -5.44 -5.50 2.20
H -5.96 -4.38 3.35
H -4.65 -3.31 -0.71
H -4.28 -4.70 0.27
H -5.93 -4.52 -0.38
H -6.07 -1.50 0.61
H -7.28 -2.65 0.94
H -7.50 -0.77 2.60
H -7.26 -2.20 3.35
H -5.63 -0.67 4.21
H -5.03 -0.15 2.67
H -2.13 -2.07 4.01
H -3.08 -0.60 4.26
H -2.52 -1.05 2.55
H -3.84 -3.76 4.36
H -5.57 -3.08 4.74
H -4.17 -2.46 5.49
H -2.55 -3.75 1.60
C 0.78 4.56 -2.75
C 0.56 6.09 -2.54
C 0.61 6.75 -3.91
C -0.80 6.33 -1.96
C -0.88 5.82 -0.54
C 0.17 6.59 0.29
C 1.59 6.37 -0.27
C 2.43 7.43 0.43
C 2.17 4.95 -0.03
N 1.52 6.70 -1.69
O 2.80 6.36 -2.23
H 0.00 3.94 -2.32
H 0.61 4.27 -3.81
H 1.73 4.17 -2.32
H 0.63 7.87 -3.94
H 1.46 6.40 -4.46
H -0.30 6.48 -4.46
H -1.02 7.42 -1.98
H -1.50 5.75 -2.61
H -1.81 6.14 -0.06
H -0.75 4.76 -0.36
H 0.20 6.28 1.35
H -0.14 7.63 0.27
H 2.05 8.46 0.18
H 3.52 7.25 0.25
H 2.10 7.28 1.50
H 1.50 4.18 -0.28
H 2.35 4.94 1.08
H 3.11 4.67 -0.62
H 3.08 7.18 -2.65
C -4.20 -0.45 -4.58
C -4.68 0.89 -3.99
C -4.39 1.96 -5.08
C -6.17 0.86 -3.65
C -6.62 2.07 -2.85
C -5.80 2.29 -1.59
C -4.26 2.25 -1.94
C -3.59 3.54 -2.54
C -3.57 2.00 -0.54
N -3.98 1.07 -2.71
O -2.63 0.97 -3.04
H -4.68 -0.63 -5.50
H -3.13 -0.46 -4.92
H -4.55 -1.17 -3.84
H -3.36 2.16 -5.14
H -4.68 1.57 -6.05
H -4.93 2.84 -4.92
H -6.68 0.74 -4.61
H -6.22 -0.09 -3.12
H -6.56 3.00 -3.53
H -7.75 1.88 -2.57
H -5.98 1.50 -0.88
H -6.08 3.20 -1.05
H -3.62 4.40 -1.82
H -4.18 3.84 -3.41
H -2.56 3.29 -2.79
H -4.10 1.23 0.05
H -3.64 2.92 0.11
H -2.51 1.66 -0.76
H -2.26 0.31 -2.45
C 0.29 0.90 -5.98
C 0.04 -0.40 -6.83
C 1.27 -0.73 -7.67
C -0.27 -1.47 -5.79
C -0.84 -2.75 -6.44
C -2.05 -2.41 -7.27
C -1.87 -1.34 -8.31
C -1.07 -2.00 -9.42
C -3.20 -0.87 -8.82
N -1.16 -0.20 -7.68
O -0.81 0.80 -8.68
H -0.60 1.25 -5.44
H 1.10 0.57 -5.31
H 0.71 1.73 -6.50
H 1.21 -1.75 -8.05
H 1.39 0.00 -8.48
H 2.13 -0.69 -7.05
H 0.73 -1.84 -5.43
H -0.82 -1.10 -4.94
H -0.08 -3.20 -7.04
H -1.08 -3.54 -5.70
H -2.86 -2.01 -6.56
H -2.55 -3.32 -7.69
H -1.70 -2.39 -10.22
H -0.49 -2.82 -9.01
H -0.41 -1.43 -9.99
H -3.82 -0.38 -7.96
H -3.77 -1.77 -9.00
H -3.13 -0.20 -9.65
H -1.44 1.51 -8.42
C -2.06 -6.56 -0.21
C -1.23 -7.20 0.89
C -2.00 -7.54 2.14
C -0.60 -8.46 0.36
C 0.53 -8.26 -0.53
C 1.60 -7.43 0.29
C 1.11 -6.04 0.74
C 2.16 -5.53 1.73
C 1.03 -5.07 -0.49
N -0.11 -6.30 1.47
O -0.75 -5.05 1.92
H -2.43 -5.59 -0.02
H -1.45 -6.57 -1.13
H -2.94 -7.17 -0.46
H -2.80 -8.33 1.91
H -1.40 -7.93 2.97
H -2.63 -6.67 2.45
H -0.38 -9.16 1.24
H -1.38 -8.95 -0.12
H 1.03 -9.11 -0.92
H 0.11 -7.65 -1.34
H 2.51 -7.25 -0.30
H 1.83 -7.98 1.16
H 3.02 -5.25 1.09
H 2.34 -6.31 2.49
H 1.82 -4.64 2.28
H 0.69 -4.07 -0.19
H 0.34 -5.45 -1.25
H 2.05 -4.93 -0.88
H -0.61 -5.05 2.86
C 9.13 2.60 4.94
C 7.74 2.07 4.51
C 7.45 0.74 5.25
C 6.72 3.04 5.00
C 6.37 4.19 4.12
C 6.04 3.62 2.73
C 7.19 2.78 2.09
C 6.81 2.19 0.75
C 8.37 3.67 1.83
N 7.50 1.71 3.06
O 8.65 1.03 2.54
H 9.22 2.73 6.03
H 9.92 1.91 4.71
H 9.44 3.52 4.35
H 8.02 -0.11 4.95
H 7.60 0.91 6.34
H 6.31 0.58 5.05
H 5.72 2.55 5.20
H 7.04 3.42 5.99
H 5.56 4.79 4.54
H 7.26 4.80 4.01
H 5.79 4.42 2.05
H 5.10 3.03 2.80
H 5.95 1.59 0.91
H 7.53 1.58 0.28
H 6.59 3.03 0.12
H 8.73 4.25 2.68
H 8.23 4.30 0.95
H 9.19 3.11 1.30
H 8.37 0.13 2.40
C -2.61 6.40 2.79
O -1.84 5.30 2.21
C -1.95 4.04 2.87
C -1.23 3.00 2.02
C -1.45 1.68 2.64
N 0.12 3.38 2.03
H -3.65 6.12 3.15
H -2.78 7.12 2.03
H -2.10 6.90 3.59
H -1.47 4.06 3.90
H -3.05 3.76 3.00
H -1.57 3.05 0.95
H -0.90 0.82 2.13
H -2.52 1.53 2.67
H -1.14 1.80 3.70
H 0.71 2.96 1.33
H 0.37 4.38 2.03
C -1.61 -2.49 -0.94
O -1.13 -1.22 -1.45
C -0.55 -0.42 -0.45
C 0.53 0.38 -1.11
C 1.66 -0.36 -1.76
N 1.08 1.31 -0.15
H -0.84 -3.02 -0.38
H -2.01 -3.05 -1.81
H -2.36 -2.29 -0.18
H -1.27 0.20 0.05
H -0.15 -1.08 0.30
H -0.07 1.01 -1.86
H 2.18 -1.05 -0.97
H 2.31 0.37 -2.26
H 1.17 -1.12 -2.48
H 1.61 2.01 -0.66
H 1.73 0.99 0.58

***

Q: Which of them is the least stable? A: *one*.